{"formula": "C9H24LiN4O2P", "method": "wB97M-V/def2-TZVPD", "elements": ["H", "N", "H", "H", "P", "H", "O", "H", "H", "H", "C", "C", "C", "H", "H", "H", "C", "O", "N", "H", "H", "N", "H", "H", "Li", "H", "C", "C", "C", "H", "H", "H", "H", "C", "H", "C", "H", "H", "H", "H", "N"], "coordinates": [[-5.948, -0.274, -0.163], [-3.285, -3.231, -0.144], [-2.399, -1.274, 2.239], [-1.121, -0.031, -2.140], [1.809, 0.356, 1.475], [-5.210, -0.430, -2.507], [-2.329, 2.930, -0.308], [3.974, -0.407, 2.303], [-0.888, -0.677, 1.251], [-4.487, -0.728, 1.485], [1.041, 1.966, 1.902], [0.944, -0.736, 2.669], [-3.398, -2.241, 0.747], [-3.820, -1.401, -2.071], [-1.659, -1.439, -1.354], [-4.350, 1.464, -1.102], [-5.252, -1.064, -0.468], [-0.607, 1.586, 0.427], [-2.481, -2.139, 1.712], [1.552, 2.781, 1.381], [-2.516, -3.885, -0.104], [-4.407, -1.361, 0.698], [-3.370, 1.069, -2.498], [-0.010, 1.978, 1.599], [0.000, 0.000, 0.000], [3.303, 0.840, 3.368], [3.425, 0.539, 2.324], [-1.707, 1.847, -0.149], [-3.680, 0.698, -1.512], [-2.745, 0.159, 0.341], [-5.858, -1.950, -0.685], [0.997, -0.345, 3.690], [1.390, -1.735, 2.663], [-2.447, 0.558, -0.625], [1.087, 2.166, 2.977], [-4.478, -0.605, -1.708], [-0.111, -0.836, 2.398], [-3.984, -3.354, -0.862], [4.035, 1.294, 1.821], [-1.649, -2.713, 1.712], [-1.434, -0.322, -1.192]], "atomic_forces_ev_per_a": [[0.2, -0.2, 0.0], [-0.2, -0.3, -0.8], [0.5, 0.0, -0.5], [-0.6, 0.1, 0.8], [-0.1, 0.6, 0.9], [0.0, -0.1, 0.2], [1.3, -1.5, 0.5], [0.0, 0.1, 0.0], [-0.8, -0.4, -0.5], [0.2, -0.2, -0.3], [1.7, 0.5, 2.3], [0.8, -0.2, 1.4], [0.9, 0.1, 1.6], [0.0, 0.0, 0.0], [0.3, 3.9, 0.9], [0.2, 0.0, 0.0], [0.1, -0.2, -0.2], [-3.3, 0.8, -4.2], [-2.0, -0.9, -0.1], [-0.1, -0.1, -0.1], [-0.2, 0.3, 0.0], [-0.4, 0.2, 0.3], [0.0, 0.0, 0.1], [1.3, 0.5, 1.4], [0.2, -0.6, 0.0], [-0.1, 0.0, -0.1], [0.4, -0.2, -0.1], [-1.9, 1.2, -0.9], [-0.1, 0.3, 0.0], [0.3, -0.2, -0.1], [0.0, 0.1, -0.1], [0.3, 0.1, 0.1], [0.1, -0.1, 0.0], [-0.2, -0.2, -0.3], [0.6, -0.1, 0.2], [0.0, 0.3, 0.0], [0.6, 0.2, 0.0], [0.2, 0.0, 0.2], [-0.1, -0.1, 0.0], [0.0, 0.4, -0.2], [0.2, -3.9, -2.4]], "nbo_charge": [0.228, -0.800, 0.456, 0.371, 0.752, 0.224, -0.704, 0.219, -0.702, 0.421, -0.966, -1.001, 0.654, 0.188, 0.358, 0.230, -0.224, -0.837, -0.745, 0.216, 0.420, -0.587, 0.214, 0.324, 0.761, 0.220, -0.916, 0.806, -0.412, 0.215, 0.191, 0.201, 0.204, -0.196, 0.189, -0.417, 0.272, 0.416, 0.228, 0.432, -0.903], "e_tot_ha": -1075.58332, "total_charge": 0, "spin_multiplicity": 1, "largest_force_ev_per_a": 5.4}

***

{"formula": "C5H9ClS2", "method": "wB97M-V/def2-TZVPD", "elements": ["C", "H", "H", "H", "H", "H", "S", "Cl", "C", "C", "H", "H", "C", "S", "C", "H", "H"], "coordinates": [[0.513, 0.339, 0.556], [0.542, -1.682, 0.537], [0.330, 1.284, 1.189], [2.677, 1.251, 0.039], [-3.171, -1.274, -1.154], [-2.055, 0.104, 0.679], [-1.057, 2.235, -0.637], [2.420, -0.998, -1.057], [-0.492, 0.576, -0.604], [-1.300, -0.519, 0.105], [-0.246, 0.373, -1.720], [-0.231, -1.137, 1.949], [-0.018, -0.848, 1.004], [-2.097, -2.042, -0.639], [2.083, 0.225, 0.290], [-0.425, 2.504, -1.681], [2.526, -0.391, 1.143]], "atomic_forces_ev_per_a": [[4.7, 6.5, -1.2], [-0.5, 0.1, 0.1], [0.6, -1.6, -0.3], [-1.5, -2.7, 0.7], [1.1, -1.2, 0.5], [0.5, -1.4, -0.2], [-2.4, 0.5, 2.1], [-0.2, 0.9, 0.2], [1.5, -1.7, -2.3], [-1.2, -0.4, 1.4], [0.2, -0.3, 2.2], [-0.4, -0.3, 3.3], [-3.3, -4.4, -2.9], [-0.8, 2.6, -0.4], [0.7, 0.7, 0.1], [1.3, 0.9, -2.5], [-0.4, 1.6, -0.8]], "nbo_charge": [-0.239, 0.218, 0.233, 0.240, 0.141, 0.213, 0.016, -0.112, -0.398, -0.289, 0.257, 0.224, -0.447, -0.040, -0.351, 0.109, 0.226], "smiles": "S[C@H]1[C@H](CCl)C[C@@H]1S", "total_charge": 0, "spin_multiplicity": 1, "largest_force_ev_per_a": 8.1, "e_above_lowest_kj_mol": 226.4}

***

{"formula": "H6O3", "method": "wB97M-V/def2-TZVPD", "elements": ["O", "H", "H", "H", "H", "H", "O", "O", "H"], "coordinates": [[-1.809, -0.991, 0.379], [-2.174, -0.863, 1.248], [2.346, -0.533, -1.704], [-1.072, -1.512, 0.615], [0.109, 2.136, 0.748], [-0.700, 0.944, 0.229], [0.119, 1.426, 0.081], [1.939, -0.631, -0.833], [1.239, 0.028, -0.767]], "atomic_forces_ev_per_a": [[-0.9, 0.9, -0.3], [-0.8, 0.3, 0.5], [-0.3, 0.1, 0.3], [1.7, -1.2, -0.2], [0.2, -0.4, -0.5], [-0.3, -0.3, -0.1], [-0.1, 0.6, 0.5], [0.2, -0.3, -0.2], [0.1, 0.3, 0.0]], "nbo_charge": [-0.932, 0.464, 0.466, 0.473, 0.479, 0.490, -0.967, -0.966, 0.492], "smiles": "O.O.O", "total_charge": 0, "spin_multiplicity": 1, "largest_force_ev_per_a": 2.1, "e_above_lowest_kj_mol": 34.1}

***

{"formula": "C8H11N2", "method": "wB97M-V/def2-TZVPD", "elements": ["N", "H", "C", "C", "C", "C", "C", "H", "H", "H", "H", "C", "H", "N", "H", "C", "H", "C", "H", "H", "H"], "coordinates": [[2.056, 0.893, 0.520], [-0.651, -2.043, -0.526], [2.562, -1.184, -0.078], [-0.069, 2.019, -0.385], [2.970, -0.059, 0.633], [1.271, -1.469, -0.558], [-2.298, -0.814, 0.668], [1.305, -2.395, -1.125], [-2.155, -1.854, 0.948], [-0.094, 2.136, -1.479], [-3.113, -0.763, -0.054], [1.419, 1.734, -0.145], [-1.990, 1.562, 0.372], [-1.165, 1.134, -0.018], [3.823, 0.037, 1.279], [-0.081, -1.133, -0.335], [3.313, -1.931, -0.286], [-1.043, -0.200, 0.108], [-2.611, -0.275, 1.561], [-0.271, 3.015, 0.028], [1.982, 2.457, -0.747]], "atomic_forces_ev_per_a": [[-0.7, 0.4, 0.1], [0.1, 0.1, 0.1], [0.7, 0.0, -0.1], [-0.2, 0.2, -0.3], [-2.3, 0.1, -0.6], [0.1, 0.0, 0.1], [-0.2, -0.1, 0.1], [0.0, 0.0, 0.0], [0.1, 0.0, 0.0], [0.1, 0.0, 0.2], [0.0, 0.0, -0.1], [0.3, 0.2, 0.1], [0.0, 0.0, 0.1], [2.2, -0.8, 0.6], [0.2, 0.0, 0.1], [0.2, -0.2, -0.2], [0.0, -0.1, 0.0], [-0.4, 0.4, 0.0], [0.0, 0.1, 0.0], [0.0, -0.1, -0.1], [0.1, -0.1, -0.1]], "nbo_charge": [-0.345, 0.244, -0.335, -0.301, 0.144, -0.046, -0.667, 0.232, 0.250, 0.249, 0.253, 0.222, 0.426, -0.507, 0.248, -0.390, 0.243, 0.376, 0.241, 0.260, 0.201], "smiles": "CC1=[NH+]\\C/C=N/C=C\\C=C/1", "total_charge": 1, "spin_multiplicity": 1, "largest_force_ev_per_a": 2.4, "e_above_lowest_kj_mol": 267.1}

***

{"formula": "C4H11AuBiCl2O4", "method": "wB97M-V/def2-TZVPD", "elements": ["H", "O", "H", "O", "Au", "H", "H", "H", "H", "C", "Bi", "H", "H", "H", "C", "H", "O", "C", "Cl", "H", "Cl", "C", "O"], "coordinates": [[2.568, 1.953, -1.414], [0.670, -1.272, 3.372], [-2.096, 1.244, -2.532], [1.235, 0.328, 5.080], [0.331, 0.664, -1.825], [-2.163, -0.255, -1.514], [2.917, 0.599, -2.586], [-1.751, -1.537, 2.091], [1.986, -1.237, -2.818], [-1.672, 0.245, -2.356], [0.436, -0.262, 1.022], [2.781, 0.249, -0.812], [-1.646, -0.380, -3.259], [-2.186, 0.176, 1.739], [2.435, 0.883, -1.640], [0.126, -1.632, -3.151], [-1.057, -0.101, 4.591], [0.916, -0.987, -2.736], [0.277, -0.009, 4.079], [-2.146, -1.031, 0.397], [-0.558, 2.029, -0.048], [-1.707, -0.730, 1.352], [0.304, 1.061, 2.968]], "atomic_forces_ev_per_a": [[0.5, -0.4, 0.0], [-0.4, 1.1, 0.8], [-0.3, -0.5, -0.1], [-0.1, -0.3, 0.0], [0.3, -1.3, -0.7], [-0.1, 0.1, -0.4], [-0.1, 0.2, 0.4], [-0.1, 0.1, -0.2], [-0.8, -0.1, 0.0], [0.4, 0.2, 0.1], [0.8, -1.7, -0.8], [0.2, 0.3, -0.3], [-0.4, 0.2, 0.3], [0.0, -0.2, -0.1], [-0.3, 0.8, 0.4], [0.7, 0.2, 0.2], [0.5, -0.3, 0.0], [-0.1, -0.3, -0.8], [0.1, 1.2, -1.8], [0.0, 0.0, 0.3], [-0.3, 1.4, -0.5], [-0.2, 0.2, 0.1], [-0.1, -1.1, 3.1]], "mulliken_spin": [-0.003, -0.007, 0.000, 0.008, 0.047, -0.004, -0.009, -0.007, 0.021, 0.021, 0.847, 0.000, -0.005, 0.016, 0.029, 0.028, 0.006, 0.917, 0.034, -0.016, 0.050, 0.008, 0.020], "s2": 2.01, "total_charge": -1, "spin_multiplicity": 3, "largest_force_ev_per_a": 3.3, "e_above_lowest_kj_mol": 0.0}

***

{"formula": "C4H12OS", "method": "wB97M-V/def2-TZVPD", "elements": ["C", "H", "H", "S", "H", "H", "C", "H", "H", "H", "C", "O", "C", "H", "H", "H", "H", "H"], "coordinates": [[-0.741, -1.114, -0.239], [-1.183, -0.614, 0.652], [0.942, 4.023, 1.597], [0.541, -2.890, 1.644], [-1.458, -1.107, -0.996], [1.050, 0.131, 0.386], [0.577, -0.277, -0.527], [-1.508, -2.968, 0.683], [1.688, -2.030, 1.462], [-0.147, -3.116, -0.537], [0.109, 0.857, -1.510], [0.089, 4.483, 1.296], [-0.590, -2.631, 0.307], [-0.571, 4.806, 1.972], [-0.969, 0.697, -1.577], [1.285, -0.987, -0.944], [0.706, 0.847, -2.525], [0.177, 1.891, -1.144]], "atomic_forces_ev_per_a": [[1.7, -0.5, 4.7], [-0.2, 0.1, -0.7], [-2.5, 1.3, 0.2], [2.0, 0.8, 1.5], [-0.8, 0.0, -1.5], [-0.5, -0.3, -0.3], [-1.4, -0.4, -0.4], [-1.3, -0.8, 0.1], [-1.9, -1.1, -0.3], [-0.5, -1.1, -0.5], [1.3, -0.1, -0.9], [0.5, -0.3, 0.3], [2.2, 3.4, -2.2], [2.0, -1.0, -0.6], [0.2, 0.2, -1.0], [0.4, 0.2, -0.5], [-1.6, -0.2, 1.8], [0.4, -0.4, 0.3]], "nbo_charge": [-0.385, 0.198, 0.493, -0.065, 0.201, 0.208, -0.413, 0.230, 0.137, 0.205, -0.619, -0.986, -0.534, 0.493, 0.206, 0.197, 0.214, 0.219], "smiles": "CCCCS.O", "total_charge": 0, "spin_multiplicity": 1, "largest_force_ev_per_a": 5.0, "e_above_lowest_kj_mol": 169.3}

***

{"formula": "C3H9N3O", "method": "wB97M-V/def2-TZVPD", "elements": ["H", "N", "C", "N", "N", "H", "H", "O", "H", "C", "C", "H", "H", "H", "H", "H"], "coordinates": [[-2.960, -0.734, 0.482], [0.179, -1.878, -0.829], [0.289, -0.726, 0.039], [-0.977, -0.338, 0.679], [-2.156, -0.514, -0.107], [0.471, -2.682, -0.281], [2.234, 2.156, 0.123], [1.419, -0.675, 0.836], [-0.819, -1.997, -1.010], [1.180, 0.398, -0.372], [1.211, 1.767, 0.185], [-0.878, 0.375, 1.400], [-2.370, 0.321, -0.651], [0.576, 2.434, -0.405], [0.919, 1.791, 1.237], [1.683, 0.302, -1.328]], "atomic_forces_ev_per_a": [[0.5, 0.0, -0.1], [-0.3, 0.5, 0.5], [-1.2, 1.4, -0.3], [0.3, -1.5, 0.3], [0.5, 0.7, 0.5], [0.1, 0.0, 0.0], [-0.2, 0.0, 0.0], [-0.1, 1.1, -2.0], [0.2, 0.0, -0.1], [0.1, -1.9, 1.2], [-0.1, 0.5, 0.2], [-0.4, 0.0, -0.7], [0.0, -0.1, 0.1], [0.0, 0.0, 0.1], [-0.1, 0.0, -0.2], [0.6, -0.7, 0.4]], "nbo_charge": [0.361, -0.846, 0.486, -0.531, -0.668, 0.371, 0.226, -0.516, 0.385, 0.040, -0.653, 0.365, 0.337, 0.219, 0.223, 0.200], "smiles": "C[C@H]1O[C@@]1(N)NN", "total_charge": 0, "spin_multiplicity": 1, "largest_force_ev_per_a": 2.2, "e_above_lowest_kj_mol": 314.9}

***

Please write out number 4 again, unchanged.
{"formula": "C8H11N2", "method": "wB97M-V/def2-TZVPD", "elements": ["N", "H", "C", "C", "C", "C", "C", "H", "H", "H", "H", "C", "H", "N", "H", "C", "H", "C", "H", "H", "H"], "coordinates": [[2.056, 0.893, 0.520], [-0.651, -2.043, -0.526], [2.562, -1.184, -0.078], [-0.069, 2.019, -0.385], [2.970, -0.059, 0.633], [1.271, -1.469, -0.558], [-2.298, -0.814, 0.668], [1.305, -2.395, -1.125], [-2.155, -1.854, 0.948], [-0.094, 2.136, -1.479], [-3.113, -0.763, -0.054], [1.419, 1.734, -0.145], [-1.990, 1.562, 0.372], [-1.165, 1.134, -0.018], [3.823, 0.037, 1.279], [-0.081, -1.133, -0.335], [3.313, -1.931, -0.286], [-1.043, -0.200, 0.108], [-2.611, -0.275, 1.561], [-0.271, 3.015, 0.028], [1.982, 2.457, -0.747]], "atomic_forces_ev_per_a": [[-0.7, 0.4, 0.1], [0.1, 0.1, 0.1], [0.7, 0.0, -0.1], [-0.2, 0.2, -0.3], [-2.3, 0.1, -0.6], [0.1, 0.0, 0.1], [-0.2, -0.1, 0.1], [0.0, 0.0, 0.0], [0.1, 0.0, 0.0], [0.1, 0.0, 0.2], [0.0, 0.0, -0.1], [0.3, 0.2, 0.1], [0.0, 0.0, 0.1], [2.2, -0.8, 0.6], [0.2, 0.0, 0.1], [0.2, -0.2, -0.2], [0.0, -0.1, 0.0], [-0.4, 0.4, 0.0], [0.0, 0.1, 0.0], [0.0, -0.1, -0.1], [0.1, -0.1, -0.1]], "nbo_charge": [-0.345, 0.244, -0.335, -0.301, 0.144, -0.046, -0.667, 0.232, 0.250, 0.249, 0.253, 0.222, 0.426, -0.507, 0.248, -0.390, 0.243, 0.376, 0.241, 0.260, 0.201], "smiles": "CC1=[NH+]\\C/C=N/C=C\\C=C/1", "total_charge": 1, "spin_multiplicity": 1, "largest_force_ev_per_a": 2.4, "e_above_lowest_kj_mol": 267.1}